Record 1
{"formula": "C31H82N2O13", "method": "ωB97M-V/def2-TZVPD", "symbols": ["C", "O", "C", "C", "N", "C", "C", "O", "C", "H", "H", "H", "H", "H", "H", "H", "H", "H", "H", "H", "H", "H", "H", "H", "C", "O", "C", "C", "N", "C", "C", "O", "C", "H", "H", "H", "H", "H", "H", "H", "H", "H", "H", "H", "H", "H", "H", "H", "C", "C", "C", "O", "H", "H", "H", "H", "H", "H", "H", "H", "C", "C", "C", "O", "H", "H", "H", "H", "H", "H", "H", "H", "C", "C", "C", "O", "H", "H", "H", "H", "H", "H", "H", "H", "C", "C", "C", "O", "H", "H", "H", "H", "H", "H", "H", "H", "C", "C", "C", "O", "H", "H", "H", "H", "H", "H", "H", "H", "O", "C", "C", "O", "H", "H", "H", "H", "H", "H", "O", "C", "C", "O", "H", "H", "H", "H", "H", "H"], "positions_angstrom": [[4.576, 3.096, 2.622], [3.615, 2.103, 2.914], [3.738, 0.870, 2.254], [4.918, 0.019, 2.777], [4.782, -0.548, 4.142], [4.715, 0.459, 5.215], [4.874, -0.200, 6.576], [3.784, -0.974, 7.008], [2.521, -0.353, 7.158], [4.398, 3.961, 3.253], [4.462, 3.383, 1.568], [5.580, 2.679, 2.747], [3.991, 0.985, 1.191], [2.834, 0.281, 2.390], [5.783, 0.683, 2.704], [5.064, -0.860, 2.154], [3.838, -0.940, 4.114], [3.839, 1.110, 5.151], [5.596, 1.098, 5.085], [5.194, 0.577, 7.282], [5.673, -0.931, 6.464], [1.812, -1.141, 7.398], [2.209, 0.070, 6.196], [2.613, 0.412, 7.933], [-4.130, -0.474, -2.153], [-4.820, 0.561, -1.487], [-6.045, 0.143, -0.952], [-6.784, 1.257, -0.245], [-6.108, 1.787, 0.950], [-4.783, 2.351, 0.849], [-4.325, 2.872, 2.212], [-4.940, 4.109, 2.500], [-4.511, 4.546, 3.776], [-3.176, -0.095, -2.496], [-4.701, -0.874, -3.003], [-4.072, -1.351, -1.498], [-5.885, -0.749, -0.329], [-6.738, -0.220, -1.731], [-7.737, 0.930, 0.172], [-6.983, 2.091, -0.933], [-6.776, 2.259, 1.536], [-4.679, 3.156, 0.110], [-4.113, 1.545, 0.555], [-3.237, 2.878, 2.339], [-4.567, 2.056, 2.912], [-3.515, 4.988, 3.688], [-4.706, 3.849, 4.592], [-5.137, 5.400, 4.073], [0.732, 2.943, -4.893], [0.006, 1.583, -4.870], [0.533, 0.623, -5.926], [-0.066, 1.001, -3.576], [1.496, 2.956, -5.680], [1.160, 3.315, -3.968], [0.041, 3.650, -5.364], [-1.050, 1.753, -5.096], [-0.155, -0.217, -6.033], [1.553, 0.330, -5.659], [0.617, 1.059, -6.923], [0.789, 0.606, -3.325], [-2.221, 3.754, -1.849], [-1.218, 4.424, -0.905], [-1.749, 4.336, 0.543], [-0.049, 3.579, -0.906], [-2.727, 2.914, -1.378], [-1.819, 3.505, -2.832], [-2.975, 4.510, -2.113], [-0.978, 5.450, -1.176], [-2.804, 4.592, 0.653], [-1.181, 4.930, 1.261], [-1.599, 3.293, 0.823], [-0.407, 2.688, -1.030], [0.051, -5.609, -0.954], [-1.479, -5.477, -1.069], [-2.220, -6.192, 0.044], [-1.741, -4.061, -1.025], [0.386, -4.881, -0.221], [0.523, -5.518, -1.932], [0.302, -6.611, -0.586], [-1.833, -5.875, -2.025], [-1.835, -6.164, 1.067], [-2.303, -7.254, -0.196], [-3.227, -5.789, 0.186], [-1.411, -3.699, -1.866], [5.747, -1.304, -1.419], [5.104, -2.695, -1.308], [5.769, -3.564, -0.259], [3.781, -2.340, -0.771], [6.686, -1.415, -1.965], [5.844, -0.912, -0.407], [5.118, -0.583, -1.938], [5.032, -3.161, -2.292], [6.774, -3.890, -0.525], [5.227, -4.504, -0.103], [5.661, -3.010, 0.671], [3.452, -3.133, -0.326], [-2.364, -2.592, -5.211], [-1.333, -3.535, -4.586], [-0.162, -3.704, -5.565], [-0.808, -2.934, -3.410], [-2.768, -2.815, -6.202], [-1.906, -1.605, -5.302], [-3.266, -2.534, -4.596], [-1.644, -4.547, -4.329], [0.538, -4.510, -5.339], [0.491, -2.837, -5.698], [-0.615, -3.902, -6.544], [-0.417, -2.066, -3.563], [-1.050, 0.800, -1.015], [-0.547, -0.468, -0.593], [0.984, -0.382, -0.612], [1.510, -0.700, -1.923], [-0.947, 0.794, -1.985], [-0.996, -0.723, 0.360], [-0.726, -1.248, -1.339], [1.433, -0.980, 0.184], [1.253, 0.676, -0.507], [2.323, -1.188, -1.724], [0.734, -0.234, 3.665], [-0.288, 0.574, 3.052], [-0.363, 1.959, 3.675], [-1.021, 1.873, 4.921], [0.653, 0.095, 4.573], [-0.176, 0.494, 1.970], [-1.250, 0.048, 3.131], [-0.742, 2.708, 2.967], [0.670, 2.338, 3.695], [-0.480, 2.359, 5.552]], "lowdin_charge": [-0.09, -0.21, -0.22, -0.20, -0.04, -0.22, -0.23, -0.19, -0.09, 0.09, 0.09, 0.07, 0.12, 0.10, 0.10, 0.10, 0.10, 0.10, 0.12, 0.12, 0.12, 0.09, 0.06, 0.09, -0.10, -0.20, -0.25, -0.19, -0.07, -0.21, -0.26, -0.17, -0.12, 0.08, 0.08, 0.09, 0.13, 0.12, 0.12, 0.12, 0.10, 0.11, 0.11, 0.09, 0.13, 0.09, 0.09, 0.08, -0.04, -0.47, -0.05, -0.08, 0.07, 0.08, 0.08, 0.13, 0.06, 0.09, 0.08, 0.08, -0.05, -0.43, -0.06, -0.09, 0.06, 0.07, 0.08, 0.13, 0.07, 0.08, 0.06, 0.03, -0.05, -0.48, -0.07, -0.08, 0.08, 0.07, 0.07, 0.12, 0.08, 0.08, 0.08, 0.03, -0.05, -0.44, -0.05, -0.10, 0.08, 0.07, 0.08, 0.13, 0.09, 0.08, 0.08, 0.09, -0.04, -0.44, -0.06, -0.08, 0.08, 0.07, 0.07, 0.14, 0.08, 0.07, 0.08, 0.08, -0.11, -0.19, -0.20, -0.09, 0.04, 0.11, 0.11, 0.12, 0.12, 0.05, -0.08, -0.22, -0.25, -0.04, 0.06, 0.09, 0.12, 0.10, 0.12, 0.09], "lumo_energy_ha": 0.019, "multiplicity": 1, "total_charge": 0, "orbital_gap_ev": 8.483, "energy_ha": -2317.74900, "e_above_lowest_kj_mol": 35.5}

=====

Record 2
{"formula": "C31H88N6O13", "method": "ωB97M-V/def2-TZVPD", "symbols": ["C", "O", "C", "C", "C", "N", "H", "H", "H", "H", "H", "H", "H", "H", "H", "H", "H", "C", "O", "C", "C", "C", "N", "H", "H", "H", "H", "H", "H", "H", "H", "H", "H", "H", "C", "O", "C", "C", "C", "N", "H", "H", "H", "H", "H", "H", "H", "H", "H", "H", "H", "C", "O", "C", "C", "C", "N", "H", "H", "H", "H", "H", "H", "H", "H", "H", "H", "H", "C", "O", "C", "C", "C", "N", "H", "H", "H", "H", "H", "H", "H", "H", "H", "H", "H", "C", "O", "C", "C", "C", "N", "H", "H", "H", "H", "H", "H", "H", "H", "H", "H", "H", "O", "C", "C", "O", "H", "H", "H", "H", "H", "H", "O", "C", "C", "O", "H", "H", "H", "H", "H", "H", "O", "C", "C", "O", "H", "H", "H", "H", "H", "H", "C", "O", "H", "H", "H", "H"], "positions_angstrom": [[3.798, 2.259, 6.474], [2.427, 1.933, 6.598], [1.686, 2.312, 5.424], [0.266, 1.655, 5.613], [0.396, 0.116, 5.918], [-0.641, 1.822, 4.453], [4.494, 2.029, 7.280], [3.932, 3.299, 6.176], [4.061, 1.676, 5.591], [1.521, 3.381, 5.291], [2.160, 1.978, 4.502], [-0.223, 2.168, 6.440], [0.897, -0.416, 5.110], [-0.500, -0.496, 5.816], [1.070, -0.211, 6.710], [-1.371, 1.131, 4.554], [-0.147, 1.587, 3.603], [4.859, 0.363, 0.213], [5.784, -0.650, -0.084], [5.310, -1.592, -1.020], [5.694, -1.113, -2.499], [5.094, -2.077, -3.446], [7.160, -0.927, -2.718], [4.958, 0.936, -0.709], [5.020, 0.880, 1.159], [3.887, -0.111, 0.349], [5.857, -2.531, -0.947], [4.269, -1.820, -0.789], [5.307, -0.102, -2.630], [5.499, -1.953, -4.450], [4.033, -1.846, -3.544], [5.062, -3.134, -3.181], [7.621, -1.811, -2.876], [7.317, -0.546, -3.640], [-1.338, 7.805, 1.746], [-2.559, 7.613, 1.067], [-2.569, 7.035, -0.240], [-4.024, 6.853, -0.765], [-4.719, 8.213, -0.556], [-4.631, 5.743, -0.021], [-0.670, 7.920, 0.893], [-1.047, 6.996, 2.417], [-1.442, 8.737, 2.300], [-1.934, 7.574, -0.943], [-2.087, 6.094, 0.025], [-3.922, 6.540, -1.804], [-4.219, 8.984, -1.143], [-4.788, 8.449, 0.506], [-5.683, 8.243, -1.064], [-4.507, 5.924, 0.965], [-3.918, 5.032, -0.095], [5.134, 5.347, 2.242], [6.268, 4.546, 1.933], [7.316, 5.304, 2.523], [8.557, 4.368, 2.805], [9.647, 5.061, 3.631], [9.254, 3.727, 1.675], [4.293, 4.978, 1.655], [5.197, 6.377, 1.892], [4.852, 5.202, 3.285], [7.526, 6.135, 1.850], [6.974, 5.785, 3.439], [8.183, 3.501, 3.348], [9.309, 5.494, 4.572], [10.225, 5.811, 3.090], [10.336, 4.274, 3.938], [8.518, 3.605, 0.995], [9.880, 4.382, 1.228], [-6.052, -6.197, -3.665], [-7.151, -5.490, -4.271], [-7.470, -5.930, -5.649], [-6.513, -5.281, -6.646], [-6.625, -3.767, -6.760], [-6.451, -5.902, -7.950], [-6.048, -5.729, -2.681], [-5.084, -5.962, -4.106], [-6.183, -7.276, -3.582], [-7.608, -7.010, -5.618], [-8.431, -5.601, -6.044], [-5.501, -5.503, -6.307], [-5.765, -3.371, -7.301], [-6.509, -3.496, -5.710], [-7.603, -3.499, -7.160], [-5.671, -5.579, -8.505], [-7.207, -5.535, -8.510], [-0.143, 1.288, -0.429], [-0.723, 0.144, 0.132], [-1.120, -0.825, -0.877], [-2.169, -1.867, -0.329], [-1.593, -2.643, 0.873], [-2.698, -2.851, -1.206], [-0.656, 1.888, -1.181], [0.785, 0.967, -0.902], [0.274, 1.953, 0.327], [-1.584, -0.346, -1.739], [-0.167, -1.278, -1.148], [-2.992, -1.273, 0.069], [-2.397, -3.150, 1.408], [-1.230, -2.023, 1.693], [-0.912, -3.406, 0.496], [-3.419, -3.375, -0.730], [-3.209, -2.442, -1.976], [4.213, -3.474, 5.891], [4.176, -3.781, 4.481], [2.917, -4.637, 4.394], [3.117, -5.903, 5.088], [5.167, -3.427, 5.991], [4.197, -2.801, 4.004], [5.024, -4.352, 4.104], [2.656, -5.168, 3.478], [2.056, -4.056, 4.723], [3.301, -5.729, 6.015], [-0.879, -10.555, 0.977], [-1.062, -9.216, 1.523], [-2.123, -8.376, 0.816], [-1.453, -7.853, -0.390], [-1.533, -11.127, 1.386], [-1.355, -9.200, 2.573], [-0.096, -8.713, 1.495], [-2.307, -7.429, 1.323], [-3.096, -8.828, 0.627], [-1.884, -7.022, -0.604], [-3.755, 3.006, -4.188], [-3.578, 2.373, -5.442], [-3.368, 3.270, -6.569], [-2.199, 4.098, -6.262], [-4.115, 2.502, -3.455], [-2.694, 1.736, -5.450], [-4.375, 1.678, -5.707], [-4.319, 3.800, -6.622], [-3.176, 2.667, -7.456], [-2.134, 4.283, -5.323], [-7.648, -0.889, -1.240], [-6.794, 0.221, -1.602], [-7.217, -1.872, -1.052], [-8.058, -0.674, -0.254], [-8.494, -1.085, -1.899], [-7.255, 1.059, -1.521]], "lowdin_charge": [-0.11, -0.20, -0.18, -0.38, -0.07, 0.02, 0.09, 0.08, 0.08, 0.12, 0.11, 0.13, 0.06, 0.06, 0.07, 0.06, 0.06, -0.10, -0.21, -0.18, -0.41, -0.10, 0.04, 0.09, 0.09, 0.07, 0.12, 0.12, 0.12, 0.08, 0.08, 0.08, 0.06, 0.06, -0.09, -0.24, -0.20, -0.40, -0.06, 0.03, 0.08, 0.08, 0.09, 0.12, 0.11, 0.13, 0.08, 0.08, 0.07, 0.06, 0.05, -0.13, -0.18, -0.21, -0.41, -0.08, 0.04, 0.08, 0.09, 0.09, 0.12, 0.11, 0.13, 0.07, 0.07, 0.08, 0.06, 0.06, -0.10, -0.21, -0.15, -0.48, -0.05, 0.02, 0.08, 0.08, 0.09, 0.12, 0.12, 0.12, 0.08, 0.07, 0.08, 0.07, 0.06, -0.14, -0.19, -0.15, -0.45, -0.07, 0.03, 0.08, 0.08, 0.08, 0.11, 0.12, 0.13, 0.07, 0.07, 0.08, 0.07, 0.07, -0.08, -0.22, -0.22, -0.09, 0.08, 0.11, 0.12, 0.12, 0.11, 0.07, -0.06, -0.22, -0.20, -0.10, 0.07, 0.11, 0.12, 0.11, 0.11, 0.06, -0.05, -0.31, -0.23, -0.07, 0.09, 0.12, 0.12, 0.12, 0.13, 0.07, -0.15, -0.13, 0.07, 0.07, 0.07, 0.07], "lumo_energy_ha": 0.002, "multiplicity": 1, "total_charge": 0, "orbital_gap_ev": 9.242, "energy_ha": -2540.14467, "e_above_lowest_kj_mol": 483.4}